ORCA calculation (ωB97M-V/def2-TZVPD) on C32H71AsBKN8PSi3 as an isolated structure.

Structure (XYZ):
```
118
Properties=species:S:1:pos:R:3:forces:R:3
K -0.753059 0.222314 0.684336 -0.6 0.0 0.1
C 3.813798 -3.096224 2.000289 0.0 0.1 0.0
C 3.869618 -3.078455 0.506632 0.0 0.1 0.0
C 4.798688 -3.722405 -0.333511 0.0 0.0 0.2
C 4.404649 -3.406856 -1.611485 0.0 0.1 -0.2
C 5.046820 -3.845391 -2.888198 0.0 -0.1 0.0
N 3.319994 -2.588639 -1.520687 -0.2 -0.3 0.0
N 2.985475 -2.406176 -0.214027 0.1 0.3 0.0
B 2.283327 -2.289844 -2.649739 0.0 0.3 0.0
N 0.846810 -2.706710 -2.290165 -0.1 -0.1 0.1
N 0.004362 -2.092603 -1.398231 0.1 -0.3 -0.2
C -1.131677 -2.768309 -1.458949 0.0 0.0 0.1
C -2.321442 -2.398734 -0.632750 0.1 -0.1 0.0
C -1.052059 -3.829199 -2.376665 -0.1 0.0 0.0
C 0.217955 -3.751561 -2.886563 0.1 0.0 0.0
C 0.841839 -4.639246 -3.914740 0.0 0.0 0.0
N 2.303576 -0.802044 -3.161099 -0.1 -0.1 0.0
N 1.290103 0.067272 -2.854539 0.1 0.0 0.0
C 1.277806 0.986655 -3.805049 0.1 0.1 0.1
C 0.262243 2.080602 -3.823559 0.1 0.0 0.0
C 2.317787 0.754643 -4.730408 -0.1 0.0 0.0
C 2.924903 -0.400865 -4.301471 0.2 0.0 0.1
C 4.066175 -1.135139 -4.922922 0.0 0.0 0.0
H 4.078878 -4.083495 2.381487 0.0 0.0 0.0
H 2.821484 -2.835636 2.362446 -0.1 0.0 0.0
H 4.504705 -2.374989 2.445548 0.1 0.0 0.0
H 5.622864 -4.356348 -0.046470 0.0 0.0 0.0
H 5.616249 -4.756568 -2.706732 0.0 0.0 0.0
H 5.745536 -3.096558 -3.268791 0.0 0.0 0.0
H 4.313659 -4.042650 -3.668346 0.0 0.0 0.0
H 2.628282 -2.960561 -3.581256 0.0 0.1 0.0
H -2.089733 -1.552293 0.003158 -0.2 -0.2 0.0
H -2.622408 -3.223858 0.014277 0.0 0.0 0.0
H -3.170893 -2.132921 -1.263588 0.0 0.0 0.0
H -1.813640 -4.547120 -2.634881 0.0 0.0 0.0
H 0.121596 -5.403534 -4.205370 0.0 0.0 0.0
H 1.734254 -5.136201 -3.531512 0.0 0.0 0.0
H 1.131868 -4.082999 -4.807103 0.0 0.0 0.0
H -0.733354 1.678321 -3.642555 0.0 0.0 0.0
H 0.266880 2.587406 -4.789348 0.0 0.0 0.0
H 0.429338 2.812695 -3.032886 0.0 0.0 0.1
H 2.558471 1.328225 -5.611689 0.0 0.0 0.0
H 4.518747 -0.515036 -5.696038 0.0 0.0 0.0
H 3.743179 -2.072851 -5.380114 0.0 0.0 0.0
H 4.834135 -1.386636 -4.190270 0.0 0.0 0.0
C -0.368942 3.621417 3.276695 0.0 0.0 0.0
P -1.671779 2.501641 2.630770 -0.4 0.1 0.4
C -2.338268 1.878251 4.229095 0.0 0.1 0.0
C -2.989661 3.725060 2.239875 0.1 0.0 0.0
H -0.768257 4.270127 4.060746 0.0 0.0 0.0
H 0.023339 4.236759 2.465523 0.0 0.0 0.0
H 0.438906 3.013592 3.689008 0.0 0.0 0.0
H -2.612748 2.701187 4.895824 0.0 0.0 0.0
H -1.574472 1.257508 4.699331 0.0 0.0 0.0
H -3.221515 1.260771 4.048936 0.0 0.0 0.0
H -3.181366 4.382830 3.092276 0.0 0.0 0.0
H -3.911240 3.198460 1.984459 0.0 0.0 0.0
H -2.688538 4.312057 1.371596 0.0 0.0 0.0
C -1.920688 -2.339011 3.893341 0.0 0.0 0.0
Si -0.641583 -1.803838 5.187346 -0.1 -0.1 0.0
C -1.616992 -1.118574 6.657632 0.1 0.1 0.0
C 0.121308 -3.408376 5.839641 0.1 0.0 0.0
As 0.790680 -0.406382 4.087128 0.0 -0.1 -0.3
Si 1.857134 0.652376 5.802736 0.1 0.0 0.1
C 3.212375 1.743102 5.051576 0.0 0.0 0.0
C 2.729297 -0.491632 7.031007 0.0 -0.1 0.0
C 0.801906 1.811631 6.860054 -0.1 0.0 0.0
H -2.528411 -3.182760 4.234258 0.0 0.0 0.0
H -1.407785 -2.641276 2.974589 0.0 0.0 0.0
H -2.592025 -1.510446 3.648304 0.0 0.0 0.0
H -2.381471 -1.832535 6.980074 0.0 0.0 0.0
H -2.106085 -0.172103 6.418098 0.0 0.0 0.0
H -0.949577 -0.938781 7.505549 0.0 0.0 0.0
H -0.605333 -3.983407 6.423188 0.0 0.0 0.0
H 0.986136 -3.201235 6.474723 0.0 0.0 0.0
H 0.468767 -4.030548 5.010576 0.0 0.0 0.0
H 3.949945 1.131518 4.523399 0.0 0.0 0.0
H 3.734577 2.310159 5.828374 0.0 0.0 0.0
H 2.795257 2.458211 4.336399 0.0 0.0 0.0
H 3.404236 -1.170615 6.504712 0.0 0.0 0.0
H 1.993688 -1.108132 7.556254 0.0 0.0 0.0
H 3.301459 0.064591 7.780662 0.0 0.0 0.0
H 0.303661 2.556065 6.232855 0.0 0.0 0.0
H 1.403238 2.336895 7.609051 0.0 0.0 0.0
H 0.019851 1.251909 7.378762 0.0 0.0 0.0
N 3.874279 0.776198 -0.777817 -0.1 -0.1 -0.1
C 4.058158 0.550056 0.686695 0.0 -0.2 0.0
C 2.653603 0.429318 1.320488 0.1 0.1 -0.2
N 1.616927 0.959508 0.446622 0.8 0.3 -0.2
C 2.017726 2.252377 -0.095615 0.1 -0.1 0.0
C 3.248040 2.120562 -1.020644 0.0 0.0 0.0
H 3.245655 0.051380 -1.153611 0.0 -0.1 0.0
H 4.741249 0.674171 -1.298345 0.1 0.0 0.0
H 4.613386 1.408369 1.065370 0.0 0.0 0.0
H 4.644757 -0.358204 0.821846 0.0 0.0 0.0
H 2.633924 0.975321 2.263288 0.0 0.0 0.0
H 2.434828 -0.604064 1.536064 0.0 -0.2 0.1
H 1.383040 0.310230 -0.306960 0.4 0.0 -0.1
H 2.263010 2.892492 0.755942 0.0 0.0 0.0
H 1.170995 2.714096 -0.621521 -0.1 0.0 0.0
H 4.011160 2.870811 -0.809324 0.0 0.0 0.0
H 2.984701 2.156896 -2.073374 -0.1 0.0 -0.1
C 0.401610 5.822895 -2.177709 0.0 0.0 0.0
Si -1.237213 4.985532 -1.683694 0.1 0.0 -0.1
C -2.162970 4.608728 -3.299551 0.0 0.0 0.0
C -2.193237 6.433077 -0.888669 -0.1 0.0 0.0
C -0.956001 3.492045 -0.727059 -0.2 -0.1 0.1
H 0.247204 6.783789 -2.679523 0.0 0.0 0.0
H 0.986173 5.180964 -2.842757 0.0 0.0 0.0
H 1.008086 6.008989 -1.284302 0.0 0.0 0.0
H -2.755539 5.464586 -3.635123 0.0 0.0 0.0
H -2.843434 3.765111 -3.153250 0.0 0.0 0.0
H -1.477703 4.339058 -4.108159 0.0 0.0 0.0
H -2.159565 7.334496 -1.510186 0.0 0.0 0.0
H -1.770002 6.684878 0.089544 0.0 0.0 0.0
H -3.243746 6.170707 -0.728141 0.0 0.0 0.0
H -1.807554 2.795634 -0.757591 0.0 0.1 0.0
H -0.712361 3.696963 0.323152 0.1 0.0 0.0
```
Positions in Å, forces in eV/Å.

The calculation puts the largest force on an atom at 0.89 eV Å⁻¹. The relative energy (zero: lowest compared OMol25 entry of this formula, charge and spin) is 0.0 kcal/mol. Its total charge is -1. Its energy is -5770.52569 Eh.